No. 1
The following is a quantum chemistry calculation of a molecular structure, C46H50BF2N6NbS4 at a distorted geometry, from the OMol25 dataset.

Each line ends with the Mulliken charge.
Positions of all 110 atoms, in Å:
Nb -2.44680 -2.96407 -3.41551  0.60
S -1.30868 -2.87089 -1.27007  -0.04
C -1.65594 -4.62559 -1.16055  1.07
S -2.51893 -5.46276 -2.45965  -0.35
C -1.30155 -5.43367 -0.10018  0.06
C -1.39078 -6.84839 0.05489  -0.10
N -1.29813 -8.02121 0.05407  -0.58
C -0.90643 -4.83569 1.11840  0.03
N -0.53053 -4.47252 2.16764  -0.48
S -0.05171 -3.85711 -4.62569  -0.33
C -1.20064 -3.54320 -5.81447  0.38
N -2.20626 -2.71748 -5.69003  0.10
C -2.63561 -2.16023 -6.87369  -0.43
C -3.61331 -1.12093 -7.03487  -0.30
C -3.94459 -0.84434 -8.35826  -0.45
C -3.34770 -1.44537 -9.44650  -0.54
C -2.43723 -2.50470 -9.26238  -0.48
C -2.13163 -2.85074 -7.99515  0.67
S -1.07422 -4.20447 -7.56910  -0.26
H -3.91856 -0.50130 -6.14331  0.34
H -4.68090 -0.01750 -8.57377  0.28
H -3.62181 -1.18786 -10.47428  0.33
H -2.16415 -3.23469 -10.04250  0.29
F -2.18326 0.03388 -2.37735  -0.28
C -1.94320 -0.65485 -3.58777  -0.16
F -2.89666 -0.14714 -4.39329  -0.22
H -0.85724 -0.43438 -3.81698  0.29
C 4.54940 0.80897 0.12016  -1.79
C 5.44207 2.02579 0.00438  0.75
C 6.81291 1.64178 0.55443  -1.50
C 5.00117 3.37178 0.63662  -0.32
C 5.65350 4.53938 0.11819  -0.95
C 5.20354 5.80421 0.50003  -0.95
C 4.11937 5.93962 1.30186  -0.72
C 3.41014 4.81171 1.70378  0.31
C 1.96178 4.92601 2.18738  2.42
C 1.01476 4.29180 1.18508  -1.08
C 1.52766 6.30409 2.45834  -2.22
C 3.96079 3.50130 1.52799  0.52
N 3.56602 2.45247 2.43113  1.63
B 2.19601 1.99050 2.81291  -0.61
N 2.47796 1.11929 3.91323  -0.06
C 3.82430 1.04959 4.22188  -1.30
C 4.49062 1.80296 3.31274  -0.15
C 1.42387 0.36424 4.62351  -0.02
C 0.88160 -0.81973 4.03177  -0.04
C 0.09149 -1.65298 4.79645  -0.86
C -0.20093 -1.32367 6.12209  -1.44
C 0.31773 -0.17299 6.67241  -0.88
C 1.12744 0.72730 5.96949  0.53
C 1.66168 1.93753 6.67445  0.88
C 1.97029 1.73677 8.21130  -1.64
C 0.69851 3.21873 6.33328  -1.41
C 1.12633 -1.20594 2.54722  1.55
C 0.66630 -0.16012 1.57244  -0.67
C 2.60382 -1.68951 2.35543  -1.81
H 4.98196 0.01052 -0.43583  0.62
H 3.52335 1.01367 -0.26420  0.29
H 4.47691 0.41873 1.13920  0.08
H 5.46515 2.05432 -1.08869  0.50
H 6.60645 1.13678 1.51978  0.34
H 7.48458 2.52280 0.70547  0.33
H 7.36165 0.94386 -0.06002  0.41
H 6.35546 4.39340 -0.67053  0.47
H 5.68177 6.71151 0.17556  0.36
H 4.00540 6.89401 1.77874  0.31
H 1.81523 4.46223 3.19374  -0.72
H 1.16260 4.60297 0.15845  0.37
H -0.03039 4.46758 1.40687  0.44
H 1.19539 3.18167 1.12130  -0.19
H 1.52404 6.87709 1.52901  0.37
H 2.16903 6.81015 3.14430  0.44
H 0.47029 6.27609 2.90727  0.43
H 4.20562 0.43089 4.97601  0.51
H 5.54569 2.18857 3.30017  0.39
H -0.30862 -2.56657 4.42993  0.62
H -0.76968 -1.95300 6.73128  0.47
H 0.00965 0.03664 7.66740  0.23
H 2.61320 2.20856 6.21901  0.29
H 0.95467 1.63712 8.71952  0.27
H 2.35074 2.70724 8.62968  0.36
H 2.46189 0.83454 8.46828  0.43
H 1.20619 4.13046 6.50848  0.40
H -0.16852 3.13830 7.03672  0.35
H 0.38733 3.15720 5.30228  0.28
H 0.46391 -2.08102 2.52464  -0.03
H 1.51456 0.50439 1.44592  -0.01
H -0.32140 0.28776 1.90747  0.25
H 0.38872 -0.58128 0.55265  0.03
H 3.31359 -1.23084 2.93943  0.43
H 2.94971 -1.62439 1.33941  0.30
H 2.55252 -2.72768 2.68672  0.47
C -5.31859 -5.13425 -4.71782  -1.23
C -6.14085 -3.96485 -4.45943  0.66
C -7.35339 -3.71714 -4.97776  -0.52
C -8.17575 -2.59772 -4.55999  -0.64
C -7.53222 -1.65520 -3.82404  -0.38
C -6.33657 -1.81788 -3.18371  0.34
C -5.57575 -0.93404 -2.26328  -1.24
C -5.54075 -2.88271 -3.71144  0.41
N -4.22884 -2.88599 -3.49112  -0.36
H -4.39292 -4.97119 -5.26501  0.16
H -5.98033 -5.87796 -5.15705  0.46
H -4.98638 -5.60734 -3.74719  0.12
H -7.61959 -4.29427 -5.85132  0.36
H -9.29123 -2.57679 -4.75268  0.29
H -8.12960 -0.71235 -3.61864  0.27
H -4.79719 -0.30472 -2.76948  0.07
H -5.17382 -1.46361 -1.37653  0.30
H -6.33857 -0.28991 -1.72860  0.41

Results
Net charge: -2
Frontier orbital gap (alpha / beta): 2.568 / 2.569 eV

***

No. 2
The following is a quantum chemistry calculation of 2 unconnected molecules or ions with the total composition C9H9N3O2 at a distorted geometry, from the OMol25 dataset.

Each line ends with the Mulliken charge.
Positions of all 23 atoms, in Å:
O 0.77818 2.67466 -0.91741  -0.65
C -0.06646 2.18917 -0.18618  0.60
C -0.23028 2.15378 1.20615  -0.87
C -1.12107 1.27449 1.78014  0.01
N -1.90844 0.56165 0.97475  -0.21
C -1.74276 0.31335 -0.37197  0.26
O -2.37921 -0.49388 -1.01677  -0.59
N -0.81636 1.23937 -0.83908  -0.06
H 0.43511 2.63503 1.80734  0.57
H -1.13624 1.05839 2.90305  0.29
H -2.12944 -0.51416 1.57315  0.37
H -0.81445 1.26008 -1.90537  0.25
C 1.94095 -1.44706 -1.28407  -0.28
C 0.92572 -2.33649 -1.23722  -0.16
C 0.35185 -2.66962 -0.03395  -0.23
N 0.62152 -1.85910 1.11234  -0.59
C 1.56488 -0.91372 1.05789  -0.14
C 2.23528 -0.73193 -0.17197  -0.26
H 2.68236 -1.39007 -2.16257  0.31
H 0.61537 -3.12275 -2.08240  0.24
H -0.22631 -3.61040 0.23199  0.33
H 1.89570 -0.27692 1.90391  0.37
H 3.06047 -0.07085 -0.08462  0.41

Results
Energy relative to the best compared isomer or geometry (same formula, charge and spin): 318.2 kJ/mol
Net charge: 0
SMILES: O=c1cc[nH]c(=O)[nH]1.c1ccncc1
Frontier orbital gap: 9.790 eV

***

No. 3
The following is a quantum chemistry calculation of C6H8 in the gas phase at a distorted geometry, from the OMol25 dataset.

Each line ends with the Mulliken charge.
Positions of all 14 atoms, in Å:
C 1.25372 -1.71940 -0.25751  -0.30
C 1.39214 -0.81690 0.54334  -0.35
C 1.01818 0.49158 1.01670  -0.57
C -0.25136 0.99655 0.03100  -0.13
C -1.54944 0.19858 0.06362  -0.64
C -0.63534 0.13599 -1.13452  -0.23
H 1.36618 -2.64037 -0.76297  0.47
H 0.67376 0.46608 2.05947  0.27
H 1.87119 1.18861 0.95333  0.35
H -0.22922 2.08821 0.00300  0.35
H -2.54361 0.66212 0.04913  0.27
H -1.52407 -0.69333 0.69162  0.23
H 0.02943 -0.80514 -1.09757  -0.01
H -0.87156 0.44741 -2.15865  0.30

Results
Energy relative to the best compared isomer or geometry (same formula, charge and spin): 287.0 kJ/mol
Net charge: 0
SMILES: C#CCC1CC1
Frontier orbital gap: 10.709 eV

***

No. 4
The following is a quantum chemistry calculation of 8 unconnected molecules or ions with the total composition C32H56N8 at a distorted geometry, from the OMol25 dataset.

Each line ends with the Mulliken charge.
Positions of all 96 atoms, in Å:
C 4.48187 5.17201 -4.47034  -1.18
C 3.97357 4.14051 -5.53714  -0.49
C 3.45795 2.81204 -4.90208  -0.22
C 4.39840 2.23075 -3.85059  0.32
N 5.12580 1.82357 -3.00056  -0.52
H 4.72625 6.08690 -5.01010  0.35
H 5.39802 4.87946 -3.95732  0.38
H 3.75229 5.47578 -3.71965  0.30
H 4.82240 3.85262 -6.15739  0.27
H 3.17421 4.66440 -6.06120  0.34
H 3.14425 2.08062 -5.64689  0.39
H 2.48299 3.02256 -4.46248  0.06
C -4.38051 1.59772 -1.32065  -0.71
C -4.18722 2.78638 -2.26400  -0.72
C -3.60776 2.49972 -3.64992  0.22
C -4.41919 1.56390 -4.37145  0.11
N -5.01719 0.76204 -4.96012  -0.48
H -3.38619 1.45875 -0.89625  0.15
H -4.71399 0.67954 -1.80421  0.16
H -4.98337 1.89646 -0.46308  0.37
H -3.54026 3.49619 -1.74853  0.37
H -5.18933 3.21018 -2.32939  0.34
H -2.70761 1.88754 -3.59473  -0.18
H -3.37507 3.44165 -4.14663  0.36
C 0.31502 -4.46150 4.27765  -1.48
C -0.33117 -3.19400 3.75463  0.19
C -1.82495 -3.44057 3.34491  0.54
C -1.97963 -4.32520 2.17440  0.03
N -2.07359 -5.07032 1.32483  -0.56
H -0.13376 -4.75713 5.22597  0.40
H 1.37496 -4.26418 4.43802  0.40
H 0.23245 -5.29257 3.57724  0.34
H 0.25838 -2.90274 2.88532  0.11
H -0.33133 -2.35589 4.45154  0.11
H -2.40605 -2.54776 3.11405  -0.61
H -2.35344 -4.09023 4.04257  0.48
C 2.58667 3.17277 0.41528  -1.13
C 3.18100 2.00579 1.14535  -0.32
C 4.51253 1.67445 0.50694  0.67
C 5.61454 2.69982 0.51145  -0.01
N 6.50968 3.46039 0.63730  -0.51
H 3.28188 4.00853 0.33604  0.41
H 1.72265 3.52871 0.97644  0.34
H 2.30539 2.77951 -0.56161  0.20
H 2.64346 1.06183 1.05541  0.06
H 3.30280 2.21278 2.20857  0.44
H 4.41370 1.37945 -0.53772  -0.47
H 4.81827 0.76304 1.02070  0.30
C -4.95475 -0.94004 1.25942  -0.51
C -4.98590 -2.43004 0.87642  0.17
C -5.13241 -2.69016 -0.65690  -0.71
C -4.19702 -2.00601 -1.56556  0.29
N -3.39370 -1.47645 -2.21560  -0.50
H -4.65007 -1.02920 2.30217  -0.06
H -5.93362 -0.46873 1.34767  0.53
H -4.33726 -0.23733 0.69996  0.04
H -5.85614 -2.85248 1.37873  0.51
H -4.13787 -2.99371 1.26528  -0.51
H -6.14930 -2.51652 -1.00885  0.34
H -4.92576 -3.75622 -0.75137  0.41
C 4.48158 -1.70929 -1.16689  -0.69
C 4.20154 -2.13415 0.28530  -0.09
C 3.45978 -3.52499 0.26261  -0.17
C 4.26816 -4.61775 -0.22506  0.12
N 4.94782 -5.51779 -0.66477  -0.49
H 3.74632 -2.22503 -1.78453  0.32
H 5.45615 -1.97750 -1.57477  0.40
H 4.38339 -0.63155 -1.29703  -0.08
H 3.65132 -1.41249 0.88911  0.08
H 5.18242 -2.27919 0.73800  0.40
H 2.48974 -3.40605 -0.22009  0.10
H 3.26446 -3.87253 1.27709  0.22
C -0.80964 0.49009 5.19719  -1.36
C -1.86800 0.61108 4.07981  0.54
C -3.38185 0.78921 4.46890  -0.44
C -3.82624 -0.35818 5.29191  0.30
N -4.16388 -1.26272 5.93849  -0.51
H 0.06388 -0.08929 4.89821  0.36
H -1.28140 -0.06776 6.00610  0.36
H -0.60568 1.50100 5.55011  0.36
H -1.84396 -0.34284 3.55297  -0.58
H -1.60083 1.27760 3.25978  0.42
H -4.07023 0.88560 3.62929  0.25
H -3.55370 1.74695 4.96014  0.36
C -0.12638 1.07411 -2.27697  -1.21
C 0.83839 0.03019 -1.64361  0.49
C 0.20282 -1.29198 -1.23049  -0.52
C -0.71551 -1.20732 -0.09093  0.03
N -1.36175 -1.19758 0.86091  -0.14
H 0.32542 1.69571 -3.05002  0.31
H -0.62386 1.69508 -1.53199  0.33
H -0.96222 0.50970 -2.69040  0.35
H 1.47549 0.46605 -0.87404  -0.53
H 1.50614 -0.13688 -2.48877  0.37
H 0.87123 -2.15184 -1.18635  0.12
H -0.43686 -1.52700 -2.08118  0.31

Results
Energy relative to the best compared isomer or geometry (same formula, charge and spin): 252.1 kJ/mol
Net charge: 0
SMILES: CCCC#N.CCCC#N.CCCC#N.CCCC#N.CCCC#N.CCCC#N.CCCC#N.CCCC#N
Frontier orbital gap: 11.389 eV